ORCA calculation (ωB97M-V/def2-TZVPD) on a molecular structure, C30H75BCd2F4KN5O8S2.

The geometry in XYZ format:
```
128
Properties=species:S:1:pos:R:3:forces:R:3:lowdin_charge:R:1
K 11.1885 5.9317 14.6794 -0.408 0.055 -0.047 0.8460
Cd 7.3538 3.6900 14.8736 -1.433 0.897 -0.780 1.4554
Cd 9.0118 1.2650 18.3876 0.417 -0.206 0.646 1.4378
S 9.9149 3.0711 15.6102 -1.611 -0.175 -0.340 0.2495
O 8.9220 2.3278 14.7430 2.004 -1.310 -0.152 -0.4630
O 9.9795 2.3527 16.9007 1.643 0.576 -0.879 -0.4643
O 11.2114 3.2360 14.9736 0.200 -0.142 0.229 -0.3932
O 9.2334 4.3866 15.8033 1.568 0.624 0.437 -0.4835
S 6.6885 2.6490 18.0554 -0.309 0.559 0.688 0.2899
O 7.8868 3.0045 18.9334 -0.227 0.215 -0.023 -0.4788
O 5.4611 2.7891 18.7914 0.081 -0.309 -0.216 -0.3036
O 6.6744 3.4997 16.8420 -0.335 -0.306 1.270 -0.4567
O 7.0118 1.2273 17.6497 -1.242 -0.078 -0.582 -0.5014
B 7.4943 6.4448 13.7374 0.184 -0.434 -0.413 -1.2405
F 6.6710 7.1496 12.9014 -0.020 0.070 0.071 0.1662
F 7.9488 5.2323 13.0868 0.071 0.052 -0.172 0.0193
F 8.6501 7.1561 14.0856 -0.109 -0.032 0.217 0.0866
F 6.7762 5.9542 14.8685 0.137 0.651 0.076 0.0538
C 6.9789 2.2300 11.7430 -0.473 -0.579 -0.670 -0.0828
C 5.8135 3.0944 12.2062 0.857 0.464 -0.250 -0.2511
N 5.6008 3.1011 13.6742 -0.893 -0.423 -0.932 -0.2507
C 4.4732 4.0289 13.9207 -0.377 0.216 0.745 -0.2448
C 4.0856 4.2087 15.3861 0.458 -0.251 0.067 -0.0739
C 5.3070 1.7303 14.1512 0.296 -0.647 0.536 -0.2611
C 4.0045 1.0977 13.6995 -0.532 0.127 0.330 -0.0700
H 6.7167 1.1663 11.7067 0.040 0.044 0.421 0.0701
H 7.9031 2.3530 12.3052 -0.022 0.143 0.055 0.0555
H 7.1533 2.4374 10.6830 0.224 0.340 0.145 0.0811
H 6.0221 4.1282 11.9266 0.054 0.013 0.096 0.1104
H 4.9128 2.8308 11.6422 -0.156 -0.188 0.329 0.1176
H 3.5825 3.6638 13.4016 0.139 0.028 -0.315 0.1110
H 4.7412 5.0100 13.5289 0.064 -0.122 -0.258 0.1152
H 4.1194 3.2652 15.9355 -0.413 0.054 -0.055 0.0658
H 3.0852 4.6356 15.3981 -0.040 -0.021 0.243 0.0832
H 4.7713 4.8523 15.9373 -0.084 0.140 -0.196 0.0593
H 6.1273 1.0658 13.8663 0.114 0.297 -0.243 0.1057
H 5.3745 1.7189 15.2429 -0.253 0.150 -0.027 0.0932
H 3.1399 1.6076 14.1311 0.033 0.095 -0.107 0.0747
H 3.8738 1.0667 12.6189 0.100 -0.031 -0.038 0.0734
H 3.9390 0.0811 14.0903 0.198 -0.047 -0.126 0.0821
C 10.6186 -1.3285 8.3854 -0.501 0.667 0.174 -0.0893
C 10.8845 -0.5068 9.6462 -0.339 -0.221 -0.015 -0.2700
N 11.3499 -1.3214 10.7651 0.015 0.518 0.098 -0.1848
C 12.0928 -0.5297 11.7451 0.882 -0.302 0.135 -0.2658
C 11.3151 0.5403 12.4956 -0.276 -0.133 0.336 -0.0670
C 10.2664 -2.0772 11.3696 -0.413 -0.419 -0.119 -0.2707
C 10.7599 -3.1060 12.3822 0.332 -0.206 -0.701 -0.0882
H 10.3797 -0.6255 7.5823 0.319 -0.113 -0.159 0.0708
H 9.6981 -1.9039 8.4931 0.220 -0.342 0.071 0.0601
H 11.4658 -1.9594 8.1339 -0.028 -0.063 -0.107 0.0750
H 11.6317 0.2628 9.4472 0.091 -0.078 -0.027 0.1141
H 9.9471 0.0228 9.8964 0.120 0.075 0.051 0.1130
H 12.6051 -1.2444 12.3981 -0.363 0.106 0.311 0.0929
H 12.9549 -0.0651 11.2505 -0.259 0.066 -0.289 0.1095
H 11.8600 0.9925 13.3279 0.304 0.055 -0.242 0.0528
H 11.0251 1.3320 11.8040 -0.128 0.086 0.150 0.0779
H 10.4151 0.1437 12.9761 -0.083 0.009 -0.230 0.0620
H 9.7714 -2.6269 10.5648 0.081 -0.032 -0.005 0.1057
H 9.4600 -1.4482 11.7897 0.237 0.138 0.106 0.1084
H 9.9813 -3.8252 12.6342 -0.141 0.214 0.239 0.0730
H 11.2028 -2.6674 13.2735 -0.156 -0.010 0.081 0.0431
H 11.5375 -3.6849 11.8733 0.087 0.034 0.176 0.0825
C 14.2052 8.4695 16.4100 0.277 0.597 -0.809 -0.0853
C 12.8600 8.6856 17.0550 -1.461 0.031 0.235 -0.2467
N 12.0013 7.4824 17.0237 0.750 -0.343 -0.029 -0.2294
C 10.5979 7.6540 17.3650 -0.479 0.033 0.798 -0.2756
C 9.8971 8.6955 16.5376 -0.376 0.011 -0.306 -0.0795
C 12.6338 6.4962 17.8822 1.015 -0.503 0.458 -0.2710
C 11.9619 5.1424 17.9878 -0.323 -0.082 0.251 -0.0885
H 14.0944 7.9441 15.4553 -0.071 -0.343 0.237 0.0761
H 14.9588 7.9824 17.0218 -0.091 -0.114 0.068 0.0711
H 14.6121 9.4308 16.0802 0.063 0.049 0.383 0.0765
H 12.9218 9.0447 18.0966 0.331 -0.068 -0.043 0.1262
H 12.3009 9.4640 16.5380 0.261 0.048 -0.227 0.1006
H 10.1164 6.6743 17.2839 -0.055 0.083 -0.459 0.0977
H 10.3805 7.8876 18.4275 0.664 0.165 0.021 0.1343
H 8.8393 8.7149 16.7994 -0.003 -0.016 0.012 0.0923
H 10.2930 9.6936 16.7148 -0.005 0.036 -0.048 0.0698
H 9.9352 8.4633 15.4736 0.077 0.181 -0.045 0.0534
H 12.8980 6.9360 18.8627 -0.582 -0.075 0.149 0.1285
H 13.6327 6.2596 17.4963 -0.111 0.208 -0.319 0.0952
H 11.8535 4.7319 16.9837 -0.070 -0.277 0.152 0.0240
H 10.9927 5.0975 18.4872 -0.064 0.313 -0.156 0.0857
H 12.5962 4.4699 18.5681 0.159 0.017 -0.170 0.0834
C 12.0222 -0.1707 17.2685 0.778 -0.196 -0.133 -0.0815
C 11.0661 -1.1680 17.8575 -0.608 0.501 0.826 -0.2420
N 9.6277 -0.7466 17.7931 0.238 -1.613 -0.702 -0.2526
C 9.1850 -0.7917 16.3641 -0.221 0.255 -0.764 -0.2558
C 9.1644 -2.1477 15.6437 0.334 0.250 0.226 -0.0527
C 8.8731 -1.7780 18.5527 -0.024 -0.253 1.658 -0.2822
C 7.3567 -1.6768 18.5978 0.088 0.035 -0.957 -0.0786
H 13.0185 -0.6205 17.3326 -0.014 0.066 -0.149 0.0868
H 12.0909 0.7636 17.8255 -0.307 0.045 -0.006 0.0712
H 11.8254 0.0558 16.2222 -0.006 0.058 0.006 0.0668
H 11.1525 -2.1646 17.4190 0.039 0.070 -0.213 0.1216
H 11.2696 -1.2849 18.9256 0.150 -0.061 -0.056 0.1193
H 8.2140 -0.3075 16.2811 -0.103 -0.103 0.284 0.0839
H 9.8219 -0.1692 15.7362 0.115 0.347 0.483 0.0878
H 10.1169 -2.3071 15.1395 -0.086 -0.080 -0.093 0.0534
H 8.9981 -3.0232 16.2654 -0.321 0.038 0.039 0.0709
H 8.3784 -2.0565 14.8969 0.052 -0.331 -0.126 0.0874
H 9.2099 -1.7201 19.5979 0.125 0.270 -0.132 0.1160
H 9.1852 -2.7962 18.3051 0.019 0.161 -0.622 0.1067
H 6.9358 -1.5000 17.6062 0.004 0.069 0.040 0.0710
H 7.0123 -0.8634 19.2302 -0.110 -0.087 0.113 0.0678
H 6.9612 -2.6429 18.9062 -0.032 0.109 0.369 0.0844
C 15.1349 0.0002 13.7841 -0.482 0.312 0.368 -0.0936
C 15.5837 1.3385 13.2012 0.302 -0.479 0.464 -0.2459
N 15.6244 2.4210 14.1887 -0.130 0.004 -0.092 -0.1831
C 15.9725 3.6591 13.5205 0.102 0.881 -0.269 -0.2782
C 17.4194 3.7039 13.0236 -0.069 -0.419 0.145 -0.0886
C 14.3938 2.5619 14.9603 -0.174 -0.205 -0.409 -0.2560
C 14.5168 3.4836 16.1496 0.652 0.400 0.592 -0.0764
H 14.0573 0.0215 13.9715 0.032 -0.124 -0.096 0.0406
H 15.6008 -0.1820 14.7551 0.216 -0.075 -0.131 0.0811
H 15.3243 -0.8333 13.1109 0.162 0.054 -0.063 0.0749
H 16.6178 1.2293 12.8704 -0.131 -0.025 -0.340 0.1061
H 14.9401 1.5606 12.3317 0.093 0.245 0.032 0.1181
H 15.8497 4.5114 14.1913 0.065 -0.258 0.357 0.0971
H 15.2603 3.9108 12.7066 0.108 -0.342 -0.112 0.1199
H 17.5871 3.1206 12.1176 -0.076 0.038 -0.021 0.0621
H 18.0435 3.2707 13.8088 0.094 0.100 -0.046 0.0799
H 17.7557 4.7222 12.8355 -0.101 0.046 -0.019 0.0677
H 13.5610 2.8707 14.3052 -0.022 0.088 0.126 0.1070
H 14.1097 1.5793 15.3348 0.059 -0.003 0.030 0.0926
H 13.6803 3.3506 16.8315 -0.177 0.142 -0.191 0.0519
H 15.4187 3.2968 16.7453 -0.012 -0.442 -0.201 0.0882
H 14.6398 4.5426 15.9048 -0.472 0.001 -0.184 0.0583
```
Forces are in eV/Å.

Calculated values
HOMO level: -8.491 eV
HOMO-LUMO gap: 8.11 eV
energy: -114837.891 eV